[1]
The following is a DFT calculation (ωB97M-V/def2-TZVPD) of a structure of composition C9H16N2O2 at a distorted geometry.

E_HOMO = -9.689 eV
Orbital gap = 9.884 eV
Energy above the lowest of the compared OMol25 structures with the same formula, charge and spin = 160.2 kcal/mol
LUMO = 0.0072 Ha

ORCA input file:
```
! wB97M-V def2-TZVPD RIJCOSX def2/J DEFGRID3
* xyz 0 1
C -3.634 0.168 -2.255
C -3.979 1.599 -2.154
C -3.240 2.665 -2.649
C -1.762 1.168 -3.917
C 2.028 -0.871 2.165
C 1.539 -1.159 3.561
C 3.607 -1.027 2.114
C 1.604 0.456 1.498
C 1.490 -2.106 1.356
H -2.345 -0.788 -3.941
H -4.816 1.741 -1.552
H -3.766 3.616 -2.600
H -1.879 3.377 -4.180
H 2.554 -1.838 4.147
H 1.167 0.031 4.115
H 0.316 -1.882 3.425
H 4.203 -1.056 1.249
H 4.140 -0.074 2.489
H 3.783 -2.005 2.601
H 1.986 0.306 0.503
H 1.861 1.313 1.974
H 0.499 0.638 1.456
H 0.446 -2.144 1.444
H 2.052 -2.280 0.377
H 1.905 -2.756 2.110
N -2.521 0.131 -3.260
N -2.029 2.461 -3.430
O -4.322 -0.699 -1.818
O -0.888 1.014 -4.830
*
```

Atomic partial charges in e from the natural (NBO) method, atoms 1 to 2:
1. C 0.68
2. C -0.38


[2]
The following is a DFT calculation (ωB97M-V/def2-TZVPD) of a structure of composition C7H15Cl6NiO at a distorted geometry.

E_HOMO (alpha / beta) = -12.691 / -12.691 eV
Orbital gap (alpha / beta) = 6.427 / 5.128 eV
Energy above the lowest of the compared OMol25 structures with the same formula, charge and spin = 0.0 kcal/mol
LUMO (alpha / beta) = -0.2302 / -0.2779 Ha

ORCA input file:
```
! wB97M-V def2-TZVPD RIJCOSX def2/J DEFGRID3
* xyz 1 3
Ni 5.157 1.093 -0.871
C 2.166 0.104 -1.028
O 3.293 0.834 -1.279
H 1.526 0.197 -1.925
H 2.335 -0.948 -0.810
H 1.585 0.610 -0.239
Cl -2.302 -1.496 -3.284
C -2.716 0.128 -3.876
C -3.955 0.679 -3.273
Cl -5.412 -0.183 -3.786
H -2.810 0.106 -4.958
H -1.877 0.772 -3.613
H -4.100 1.703 -3.617
H -3.872 0.732 -2.189
Cl -0.805 -3.926 0.760
C -0.357 -2.291 0.262
C -1.129 -1.236 0.995
Cl -0.683 -1.193 2.738
H -0.510 -2.169 -0.812
H 0.708 -2.180 0.467
H -2.209 -1.354 0.933
H -0.936 -0.209 0.682
Cl 3.231 -0.216 2.562
C 2.169 1.213 2.861
C 2.078 1.554 4.319
Cl 0.914 0.515 5.149
H 1.200 1.025 2.401
H 2.587 2.014 2.248
H 1.692 2.576 4.341
H 3.030 1.547 4.839
*
```

Atomic partial charges in e from the natural (NBO) method, atoms 1 to 2:
1. Ni 1.08
2. C -0.30


[3]
The following is a DFT calculation (ωB97M-V/def2-TZVPD) of a structure of composition C13H17CoN5S2Te4 at a distorted geometry.

E_HOMO (alpha / beta) = -6.089 / -6.263 eV
Orbital gap (alpha / beta) = 5.995 / 5.772 eV
LUMO (alpha / beta) = -0.0035 / -0.0180 Ha

ORCA input file:
```
! wB97M-V def2-TZVPD RIJCOSX def2/J DEFGRID3
* xyz 0 4
Co 1.380 1.375 0.314
C 1.488 1.756 -4.178
N 1.684 0.515 -3.458
C 1.130 -0.701 -3.808
C 1.363 -1.568 -2.816
N 2.062 -0.885 -1.820
C 2.247 0.423 -2.223
S 3.105 1.643 -1.463
C 2.360 -1.405 -0.548
C 2.382 -2.783 -0.357
C 2.682 -3.279 0.893
C 2.992 -2.385 1.909
C 2.931 -1.038 1.628
N 2.588 -0.536 0.438
H 1.405 1.538 -5.241
H 2.333 2.414 -4.002
H 0.585 2.257 -3.831
H 0.623 -0.858 -4.744
H 1.074 -2.598 -2.736
H 2.174 -3.454 -1.177
H 2.686 -4.345 1.076
H 3.265 -2.721 2.898
H 3.163 -0.312 2.395
Te 1.604 2.059 2.782
Te -0.651 2.443 4.142
Te 1.864 3.899 0.825
Te -0.244 3.302 -0.732
S -0.406 -0.439 0.521
C -1.934 0.011 1.118
N -2.795 -0.966 1.448
C -4.093 -0.711 2.056
C -4.624 0.616 1.536
C -3.581 1.685 1.819
N -2.297 1.267 1.282
H -2.435 -1.903 1.421
H -4.003 -0.672 3.146
H -4.763 -1.530 1.795
H -5.566 0.868 2.021
H -4.799 0.544 0.460
H -3.480 1.856 2.894
H -3.847 2.632 1.350
H -1.650 1.984 0.968
*
```

Atomic partial charges in e from the natural (NBO) method, atoms 1 to 2:
1. Co 0.83
2. C -0.41


[4]
The following is a DFT calculation (ωB97M-V/def2-TZVPD) of a structure of composition C9H6ClNO2Tl.

E_HOMO = -13.919 eV
Orbital gap = 8.889 eV
Energy above the lowest of the compared OMol25 structures with the same formula, charge and spin = 0.0 kcal/mol
LUMO = -0.1848 Ha

ORCA input file:
```
! wB97M-V def2-TZVPD RIJCOSX def2/J DEFGRID3
* xyz 1 1
Tl 0.001 0.132 -1.296
N -1.916 0.074 5.842
C -1.629 0.086 4.731
C -1.270 0.101 3.338
C 0.014 -0.284 2.957
C 0.366 -0.271 1.617
C -0.591 0.131 0.692
C -1.876 0.518 1.047
C -2.211 0.500 2.391
H 0.731 -0.591 3.705
H 1.365 -0.569 1.326
H -2.611 0.827 0.317
H -3.202 0.795 2.706
Cl 1.142 -0.326 -6.109
C 2.205 -0.259 -4.710
C 1.485 -0.152 -3.400
O 0.233 0.192 -3.366
O 2.071 -0.373 -2.323
H 2.857 0.612 -4.789
H 2.835 -1.145 -4.674
*
```

Atomic partial charges in e from the Löwdin method, atoms 1 to 2:
1. Tl 1.58
2. N 0.20


[5]
The following is a DFT calculation (ωB97M-V/def2-TZVPD) of a structure of composition H28NeO14 at a distorted geometry.

E_HOMO = -10.101 eV
Orbital gap = 9.490 eV
Energy above the lowest of the compared OMol25 structures with the same formula, charge and spin = 28.2 kcal/mol
LUMO = -0.0225 Ha

ORCA input file:
```
! wB97M-V def2-TZVPD RIJCOSX def2/J DEFGRID3
* xyz 0 1
Ne -0.144 0.324 0.230
O -2.685 -1.522 1.440
H -2.906 -1.956 2.264
H -2.407 -2.233 0.862
O 2.034 -0.301 -2.567
H 2.195 0.168 -3.386
H 2.512 0.201 -1.906
O 1.229 3.409 -1.303
H 0.675 3.044 -1.994
H 0.705 3.327 -0.507
O -1.700 0.115 3.496
H -1.958 -0.297 2.672
H -0.743 0.091 3.488
O -0.674 -0.412 -2.433
H -0.708 -1.102 -1.770
H 0.258 -0.311 -2.626
O -3.220 0.564 -3.189
H -3.658 0.681 -2.346
H -2.344 0.252 -2.962
O -1.112 -2.794 -0.828
H -0.511 -3.517 -1.009
H -1.915 -3.220 -0.528
O 0.480 -2.024 1.685
H -0.072 -2.123 0.909
H 0.146 -2.676 2.301
O -2.635 1.218 1.056
H -2.851 0.285 1.040
H -1.957 1.318 0.388
O -0.736 2.550 -3.037
H -1.578 2.101 -2.967
H -0.526 2.521 -3.971
O 1.901 2.252 1.721
H 1.536 2.883 2.341
H 2.836 2.228 1.925
O 3.290 1.340 -0.787
H 2.891 1.012 0.019
H 2.794 2.132 -0.994
O 2.519 -3.654 0.947
H 2.794 -3.663 0.030
H 2.031 -2.836 1.044
O 1.119 0.383 3.950
H 1.364 0.523 3.036
H 1.734 -0.281 4.264
*
```

Atomic partial charges in e from the natural (NBO) method, atoms 1 to 2:
1. Ne 0.00
2. O -0.95


[6]
The following is a DFT calculation (ωB97M-V/def2-TZVPD) of a structure of composition C18H28N4S2Sm at a distorted geometry.

E_HOMO (alpha / beta) = -17.466 / -17.470 eV
Orbital gap (alpha / beta) = 6.240 / 6.328 eV
Energy above the lowest of the compared OMol25 structures with the same formula, charge and spin = 9.4 kcal/mol
LUMO (alpha / beta) = -0.4125 / -0.4095 Ha

ORCA input file:
```
! wB97M-V def2-TZVPD RIJCOSX def2/J DEFGRID3
* xyz 3 6
Sm -0.903 0.565 0.103
S -0.105 -2.261 0.006
S 1.184 2.420 -0.817
C 1.577 -2.833 -0.285
C -0.750 -2.462 -1.695
C -0.092 -1.493 -2.672
N -0.296 -0.037 -2.376
C 0.724 0.783 -3.107
C 0.810 2.212 -2.606
H -1.846 -2.414 -1.732
H -0.436 -3.481 -1.933
H -0.483 -1.687 -3.678
H 0.988 -1.683 -2.684
H 0.449 0.794 -4.168
H 1.698 0.297 -3.020
H -0.119 2.758 -2.820
H 1.625 2.726 -3.124
C 2.867 1.704 -0.698
H -1.191 0.226 -2.806
H 2.971 0.685 -1.102
H 3.119 1.691 0.368
H 3.558 2.382 -1.214
H 2.004 -3.023 0.706
H 2.178 -2.084 -0.797
H 1.528 -3.771 -0.846
C -2.739 1.770 -1.004
C -2.759 2.082 0.356
H -3.474 1.067 -1.460
H -2.281 2.475 -1.738
H -3.383 1.533 1.085
H -2.403 3.066 0.726
N -1.770 -1.412 3.374
C -0.515 -0.793 3.377
C 0.335 -1.034 4.458
C 1.549 -0.361 4.531
C 1.912 0.489 3.477
C 1.084 0.587 2.380
N -0.157 0.026 2.364
C -2.628 -1.667 2.317
C -3.730 -2.516 2.462
C -4.675 -2.547 1.433
C -4.405 -1.835 0.248
C -3.163 -1.248 0.083
N -2.394 -0.982 1.178
H -2.006 -1.832 4.262
H -0.052 -1.742 5.198
H 2.176 -0.512 5.412
H 2.851 1.053 3.494
H 1.407 1.128 1.480
H -3.835 -3.044 3.405
H -5.561 -3.159 1.523
H -5.143 -1.688 -0.548
H -2.778 -0.942 -0.903
*
```

Atomic partial charges in e from the Löwdin method, atoms 1 to 2:
1. Sm 1.56
2. S 0.84


[7]
The following is a DFT calculation (ωB97M-V/def2-TZVPD) of a structure of composition C21H50NPSb at a distorted geometry.

E_HOMO = -3.056 eV
Orbital gap = 6.006 eV
LUMO = 0.1084 Ha

ORCA input file:
```
! wB97M-V def2-TZVPD RIJCOSX def2/J DEFGRID3
* xyz -1 1
C -1.372 -1.833 1.414
C -1.339 -1.172 2.783
C -0.499 0.096 2.885
C 0.949 -0.108 3.316
C 1.780 -1.160 2.570
C 2.147 -0.706 1.144
C 2.508 -1.871 0.203
C 3.581 -1.492 -0.833
C 3.540 -0.015 -1.264
C 4.645 0.836 -0.620
C 4.089 1.986 0.200
C 2.860 2.635 -0.433
C 1.560 2.166 0.166
C 0.372 3.040 -0.303
C -0.629 2.190 -1.066
C -2.049 2.710 -0.967
C -2.717 2.315 0.336
C -3.998 1.482 0.145
C -3.925 0.012 0.632
C -4.148 -1.036 -0.478
Sb -2.298 -1.722 -1.519
C -3.401 -2.407 -3.328
P -0.094 -2.566 -2.546
N 1.033 -1.400 -2.516
H -0.780 -2.738 1.424
H -2.365 -2.105 1.129
H -0.923 -1.174 0.690
H -2.355 -0.871 2.983
H -1.073 -1.871 3.561
H -0.532 0.662 1.967
H -0.991 0.715 3.620
H 1.455 0.836 3.154
H 1.003 -0.301 4.378
H 2.691 -1.313 3.128
H 1.231 -2.081 2.497
H 1.271 -0.223 0.752
H 2.970 -0.017 1.224
H 1.602 -2.235 -0.254
H 2.903 -2.674 0.814
H 4.562 -1.788 -0.505
H 3.379 -2.069 -1.724
H 3.715 -0.012 -2.325
H 2.560 0.401 -1.120
H 5.229 0.214 0.037
H 5.326 1.225 -1.363
H 3.919 1.677 1.217
H 4.861 2.742 0.272
H 2.859 2.437 -1.496
H 2.901 3.696 -0.249
H 1.634 2.170 1.242
H 1.329 1.167 -0.169
H -0.073 3.538 0.544
H 0.782 3.743 -1.012
H -0.357 2.105 -2.103
H -0.657 1.182 -0.691
H -2.017 3.787 -1.059
H -2.610 2.310 -1.791
H -3.019 3.231 0.829
H -2.039 1.808 1.006
H -4.767 1.934 0.750
H -4.299 1.501 -0.889
H -4.716 -0.109 1.358
H -2.971 -0.166 1.110
H -4.806 -0.631 -1.228
H -4.570 -1.922 -0.027
H -2.457 -3.336 -0.779
H -1.358 -1.191 -0.115
H -2.111 -0.154 -2.305
H -2.766 -2.333 -4.196
H -4.315 -1.842 -3.431
H -3.684 -3.438 -3.157
H 0.315 -3.690 -1.776
H -0.279 -3.021 -3.890
H 1.798 -1.758 -1.955
*
```

Atomic partial charges in e from the Löwdin method, atoms 1 to 2:
1. C -0.22
2. C -0.23


[8]
The following is a DFT calculation (ωB97M-V/def2-TZVPD) of an isolated molecule of C6H9N at a distorted geometry.

E_HOMO = -9.371 eV
Orbital gap = 10.410 eV
Energy above the lowest of the compared OMol25 structures with the same formula, charge and spin = 76.8 kcal/mol
LUMO = 0.0382 Ha

ORCA input file:
```
! wB97M-V def2-TZVPD RIJCOSX def2/J DEFGRID3
* xyz 0 1
C 2.683 0.819 1.754
C 1.753 0.183 0.809
C 0.992 -0.339 0.031
C 0.044 -0.986 -0.906
C -1.372 -0.677 -0.462
C -1.949 0.670 -0.885
N -2.516 -0.579 -1.329
H 2.693 1.907 1.633
H 3.707 0.461 1.608
H 2.404 0.605 2.791
H 0.274 -2.056 -0.956
H 0.170 -0.570 -1.908
H -1.613 -1.136 0.512
H -1.661 1.272 -1.755
H -2.249 1.296 -0.064
H -3.362 -0.870 -0.872
*
```

Atomic partial charges in e from the natural (NBO) method, atoms 1 to 2:
1. C -0.68
2. C 0.00